# 1
156
Properties=species:S:1:pos:R:3:lowdin_charge:R:1 method="wB97M-V/def2-TZVPD" lumo_energy_ha=-0.155 total_energy_ev=-305597.0913 gap_ev=4.79
Cl -6.303 -0.604 1.174 0.455
Cl 2.836 -1.106 -6.555 0.529
Cl -0.430 -5.053 3.412 0.548
Cl 2.903 -4.839 -5.455 0.512
Cl 5.164 -5.109 1.369 0.483
Cl 3.774 -0.900 4.494 0.554
Cl -0.448 2.640 -5.012 0.627
Cl -3.338 -4.440 1.334 0.565
Cl -0.120 -1.737 -6.165 0.519
Cl 1.092 -7.104 4.574 0.541
Cl 3.017 -3.651 -2.695 0.520
Cl -5.965 -5.381 0.555 0.529
Cl 2.945 -3.151 1.630 0.489
Cl -7.822 -2.380 3.070 0.525
Cl 1.091 0.105 3.629 0.590
O -3.312 -4.942 -1.615 0.017
O -0.810 3.842 -4.296 -0.365
O 0.233 -3.460 5.939 0.056
O 8.294 0.294 -4.439 0.115
O -2.675 3.566 7.589 0.097
O 3.601 7.920 -2.158 0.086
O 0.309 -6.854 -3.745 0.111
O 3.514 2.816 -5.134 0.126
O -0.541 6.591 2.483 0.114
O -3.057 -0.745 3.869 0.081
O -4.876 -7.092 -2.313 0.102
O -4.445 -0.733 6.295 0.134
O 3.702 3.209 -1.974 0.128
O -2.124 0.653 -2.092 0.186
O 8.136 2.711 -5.588 0.124
O 0.094 4.339 -1.583 0.120
O -1.307 -8.818 -5.027 0.106
O -1.640 1.862 -5.314 -0.354
O -0.002 6.830 -2.943 0.069
O 3.109 3.344 0.824 0.091
O -1.183 8.864 1.179 0.112
O 0.481 1.973 -4.159 -0.386
O 3.510 7.945 0.700 0.113
O -4.288 5.519 3.682 0.127
O 3.265 0.630 -0.301 -0.035
O 0.235 2.992 -6.224 -0.341
O -1.253 1.641 6.183 0.071
O -2.584 3.932 2.141 0.090
O -1.161 -3.282 8.224 0.121
O 3.623 0.408 -3.590 0.084
N -1.487 -0.308 -1.275 0.143
C -1.966 2.492 5.593 -0.238
C 5.972 0.321 -4.000 0.073
C 3.706 5.555 -2.123 0.084
C 3.358 4.430 0.106 -0.203
C -0.288 6.717 -1.671 -0.219
C -3.459 -1.401 6.127 -0.329
C -1.821 -7.939 -4.119 -0.211
C 7.118 2.179 -5.136 -0.316
C 7.083 0.877 -4.475 -0.254
C 1.142 -0.553 -6.805 -0.868
C -0.675 -2.615 -0.955 -0.120
C 3.466 6.918 0.055 -0.340
C 0.872 -0.798 -1.994 0.000
C -0.247 1.072 0.486 0.009
C -0.495 6.578 1.270 -0.335
C 4.593 0.918 -4.095 -0.313
C -2.565 -1.481 4.880 -0.150
C -1.426 0.034 0.198 -0.341
C -2.801 0.692 0.612 -0.012
C 3.537 6.731 -1.458 -0.176
C 3.861 -3.995 -4.222 -1.007
C -1.911 2.866 4.155 0.063
C -0.825 7.783 0.468 -0.223
C -0.890 -6.900 -3.578 -0.303
C -7.863 -0.909 2.115 -0.956
C -0.814 -2.800 5.938 -0.352
C -3.716 -7.006 -2.709 -0.294
C -3.668 4.418 5.704 0.059
C -1.522 -5.849 -2.738 0.089
C -2.644 3.790 3.487 -0.200
C -0.247 5.430 0.426 0.040
C -3.083 -7.978 -3.641 0.084
C -1.320 -2.113 4.836 0.012
C -0.098 5.448 -0.883 -0.249
C -0.550 -1.375 -1.877 -0.364
C -0.523 -6.685 4.093 -1.018
C -4.869 -5.080 1.945 -0.938
C 4.040 -4.321 2.523 -0.922
C 4.657 2.226 -4.840 -0.268
C -2.809 -5.893 -2.407 -0.259
C -2.886 3.558 6.262 -0.243
C 3.604 4.276 -1.414 -0.296
C -0.313 -2.304 0.490 -0.215
C 2.867 0.077 3.366 -1.022
C -2.906 -2.243 7.156 0.047
C 3.363 5.651 0.755 0.058
C -1.293 -1.316 0.975 -0.170
C 5.794 2.762 -5.215 0.060
C -3.576 4.719 4.244 -0.291
C -1.740 -2.809 7.119 -0.238
C -1.235 -1.808 -3.222 -0.052
C -0.760 7.845 -0.882 0.073
H -0.279 -3.615 8.042 0.112
H -3.647 0.108 0.247 0.052
H -8.706 -0.896 1.424 0.035
H 1.387 -1.185 -2.873 0.074
H 2.815 2.398 -4.627 0.082
H 6.050 -0.617 -3.471 0.120
H -0.206 4.495 0.965 0.123
H 2.876 2.618 0.240 0.067
H 5.744 3.665 -5.806 0.144
H -4.640 -6.055 2.377 0.030
H 3.006 -0.291 2.350 -0.026
H 0.929 0.296 -6.154 -0.015
H -3.198 4.638 1.922 0.112
H -1.263 2.236 3.564 0.093
H 3.361 1.048 3.387 0.034
H -1.670 -3.054 -0.893 0.103
H 3.509 -5.163 2.967 0.013
H 0.047 -3.352 -1.305 0.117
H 3.398 8.604 -1.516 0.099
H -4.264 -5.065 -1.600 0.058
H -3.623 -8.853 -3.970 0.132
H -3.988 -0.564 4.016 0.108
H -2.214 -1.849 1.213 0.088
H 0.658 -1.830 0.635 0.072
H -5.379 -4.341 2.562 0.004
H -1.017 -4.985 -2.330 0.108
H -0.757 -2.685 -3.658 0.063
H 3.923 5.609 -3.180 0.139
H 3.238 5.655 1.828 0.131
H 8.156 -0.618 -4.175 0.116
H -0.426 -8.507 -5.250 0.109
H 4.643 -3.826 3.285 0.018
H -0.956 8.663 2.090 0.107
H -3.018 0.834 1.671 0.078
H -0.385 -3.170 1.149 0.085
H -7.904 -0.079 2.820 0.020
H -0.175 1.855 -0.268 0.082
H -1.301 -6.769 4.852 0.043
H 0.766 0.674 0.556 0.057
H 4.729 -4.627 -4.038 0.027
H 0.041 4.625 -2.497 0.073
H -2.300 -1.985 -3.074 0.095
H -4.391 4.924 6.325 0.142
H 4.051 0.368 0.178 0.057
H -2.777 1.666 0.123 0.081
H 0.880 0.290 -2.058 0.087
H 1.554 -1.106 -1.202 0.064
H -0.937 -1.035 1.966 0.074
H -0.843 -7.370 3.308 0.027
H -1.024 8.779 -1.356 0.136
H -0.804 -2.075 3.888 0.078
H 4.136 -3.021 -4.628 -0.012
H 3.376 0.248 -1.171 0.022
H -0.394 1.742 1.333 0.068
H -1.135 -1.029 -3.977 0.025
H -1.991 2.978 7.916 0.112
H -3.470 -2.221 8.077 0.144
H 0.830 -0.303 -7.819 0.044

---

# 2
5
Properties=species:S:1:pos:R:3:lowdin_charge:R:1 method="wB97M-V/def2-TZVPD" lumo_energy_ha=-0.091 e_above_lowest_ev=2.040 total_energy_ev=-45184.4193 gap_ev=7.88
Cl 0.389 2.104 -0.483 -0.105
Cl 1.123 -1.198 -0.513 0.095
S -1.907 -0.552 0.545 0.085
P -0.076 -0.789 1.246 0.138
H 0.470 0.436 -0.794 -0.214

---

# 3
20
Properties=species:S:1:pos:R:3:lowdin_charge:R:1 method="wB97M-V/def2-TZVPD" lumo_energy_ha=0.028 e_above_lowest_ev=5.272 total_energy_ev=-11517.4940 gap_ev=7.53
O -0.477 -0.775 1.477 0.068
O 0.563 1.623 0.779 -0.026
O 2.717 0.292 0.361 -0.151
C -1.946 1.344 -0.045 0.011
C -1.055 -1.431 -0.745 -0.008
C -0.366 -0.477 0.168 -0.435
C 1.874 -0.723 -0.231 -0.127
C -0.030 0.850 -0.189 -0.307
H 3.380 -0.101 0.946 0.097
H -2.426 0.992 0.865 0.041
H 1.539 1.435 0.718 0.083
H -0.112 -0.013 1.967 0.129
H 0.147 1.086 -1.230 0.146
H 2.112 -0.836 -1.292 0.063
H 2.016 -1.676 0.287 0.064
H -2.093 -1.578 -0.440 0.098
H -1.779 2.417 0.004 0.032
H -2.478 1.051 -0.947 0.032
H -1.026 -1.080 -1.776 0.097
H -0.560 -2.401 -0.676 0.094